(1)
Formula: BrH2NOS
Source: OMol25
Level of theory: ωB97M-V/def2-TZVPD

Its LUMO energy (spin up / spin down) is -0.050 / -0.036 Eh. The calculated total energy is -3103.2902 a.u. As for the multiplicity: 1. The value obtained for the maximum force is 1.63 eV/A. The value obtained for the energy above the lowest of the compared OMol25 structures with the same formula, charge and spin is 213.8 kJ/mol.

```
6
Properties=species:S:1:pos:R:3:nbo_charge:R:1
N 1.465 -0.640 0.444 -0.632
O -1.189 1.764 -0.518 -0.792
S -1.211 0.725 0.475 0.983
Br -2.492 -0.904 -0.226 -0.162
H 2.062 0.166 0.284 0.301
H 1.364 -1.111 -0.458 0.303
```


(2)
Formula: C23H35N4O
Source: OMol25
Level of theory: ωB97M-V/def2-TZVPD

The net charge is +1. Its LUMO energy is -0.131 Eh. As for the SMILES: CCCCc1nc2ccccc2c(NC(=O)C[NH+]2CCN(C)CC2)c1CCC. The calculated total energy is -1190.5885 a.u. As for the multiplicity: 1. The value obtained for the maximum force is 19.82 eV/A.

```
63
Properties=species:S:1:pos:R:3:nbo_charge:R:1
C 4.573 4.627 0.931 -0.626
C 3.708 3.670 0.029 -0.366
C 2.196 4.027 -0.188 -0.452
C 1.495 3.313 -0.902 -0.404
C 1.500 1.814 -0.449 0.270
N 1.871 1.581 0.849 -0.413
C 1.495 0.518 1.280 0.164
C 1.875 0.374 2.630 -0.146
C 1.806 -0.963 3.325 -0.217
C 1.470 -2.092 2.334 -0.173
C 1.090 -1.848 1.101 -0.319
C 1.062 -0.622 0.756 -0.090
C 0.771 -0.550 -0.858 0.173
N 0.195 -1.634 -1.555 -0.555
C -0.855 -2.194 -1.145 0.591
O -1.346 -3.219 -2.106 -0.718
C -1.659 -1.712 -0.191 -0.299
N -2.841 -2.761 -0.068 -0.428
C -2.794 -3.542 0.969 -0.272
C -2.973 -2.588 2.363 -0.157
N -3.505 -1.463 1.958 -0.507
C -3.595 -0.606 3.005 -0.360
C -4.658 -1.567 1.298 -0.140
C -4.210 -2.136 -0.138 -0.239
C 0.852 0.848 -1.346 0.030
C 0.753 0.913 -2.786 -0.453
C 1.709 0.637 -3.766 -0.354
C 1.623 0.807 -5.206 -0.567
H 4.024 4.726 1.995 0.200
H 5.630 4.357 1.015 0.233
H 4.406 5.759 0.550 0.205
H 4.265 3.747 -1.089 0.186
H 4.002 2.437 0.422 0.217
H 2.199 5.134 -0.470 0.227
H 1.975 4.095 0.832 0.230
H 0.692 3.399 -1.355 0.228
H 2.100 3.209 -1.976 0.187
H 2.230 1.001 3.296 0.213
H 2.129 -1.167 4.410 0.245
H 1.218 -3.107 3.001 0.216
H 0.776 -2.845 0.615 0.234
H 0.765 -1.892 -2.378 0.461
H -2.296 -0.669 -0.590 0.305
H -1.151 -1.529 0.640 0.275
H -2.685 -3.365 -0.814 0.498
H -3.616 -4.410 1.108 0.259
H -1.777 -4.106 1.186 0.255
H -1.880 -2.485 2.962 0.214
H -3.527 -3.143 2.982 0.175
H -4.027 0.225 2.922 0.196
H -2.532 -0.548 3.585 0.211
H -4.357 -0.976 3.867 0.151
H -5.005 -0.861 1.043 0.160
H -5.371 -2.318 1.613 0.175
H -4.942 -3.062 -0.700 0.247
H -4.411 -1.279 -0.965 0.255
H -0.168 0.256 -2.946 0.198
H 0.372 1.953 -2.928 0.216
H 2.814 1.239 -3.442 0.165
H 2.001 -0.197 -3.696 0.169
H 1.191 2.006 -5.350 0.180
H 0.909 0.163 -5.595 0.201
H 2.435 0.624 -5.874 0.240
```


(3)
Formula: C5H10N2OPdS3Sb
Source: OMol25
Level of theory: ωB97M-V/def2-TZVPD

Its expectation value of S² is 0.759. The net charge is -2. Its LUMO energy (spin up / spin down) is 0.174 / 0.173 Eh. The calculated total energy is -1943.9563 a.u. As for the multiplicity: 2. The value obtained for the maximum force is 4.61 eV/A.

```
23
Properties=species:S:1:pos:R:3:nbo_charge:R:1
Pd 1.584 -1.122 -0.186 -0.074
S 3.356 -0.082 3.922 -0.971
Sb 1.841 -0.854 2.430 0.954
S -0.175 0.369 2.469 -1.058
S 1.652 -2.926 1.174 -0.863
N 0.660 2.816 -1.700 -0.526
C 2.016 2.945 -1.445 -0.135
C 2.466 1.688 -1.087 -0.052
N 1.406 0.822 -1.205 -0.457
C 0.351 1.492 -1.630 0.183
H 0.101 3.538 -2.046 0.395
H 2.457 3.953 -1.407 0.199
H 3.357 1.381 -0.729 0.221
H -0.587 1.067 -1.972 0.208
C -2.241 -1.110 -0.343 -0.639
C -2.702 -1.977 0.776 -0.066
O -1.670 -2.960 1.146 -0.759
H -2.995 -0.412 -0.697 0.168
H -1.963 -1.755 -1.239 0.189
H -1.373 -0.502 -0.108 0.261
H -3.598 -2.495 0.623 0.140
H -2.977 -1.328 1.568 0.167
H -0.964 -2.550 1.686 0.514
```